1.
C15H16F2N4O3S | the ωB97M-V functional and the def2-TZVPD basis

Atoms and positions in Å:
C: -3.883 -0.442 3.026
C: 1.037 0.652 -0.118
H: 5.377 -0.740 -4.543
H: -1.691 -2.877 2.147
H: 3.712 -1.455 -0.882
H: -1.047 2.095 -3.031
F: -5.175 -3.389 4.722
H: 1.223 0.826 -2.632
H: -0.604 2.726 -1.467
N: 4.426 0.665 -3.034
C: -1.202 0.844 -1.327
H: -0.511 1.725 0.874
F: -5.604 -0.776 4.560
C: -2.875 -0.979 2.473
C: 4.807 -0.690 -3.793
C: -4.736 -1.231 3.823
H: -2.208 1.005 -0.980
H: -3.334 -4.039 3.452
H: 1.720 0.456 0.753
O: 3.627 2.954 -1.679
N: 1.639 1.669 -0.934
H: -1.120 0.015 -1.780
H: 4.531 1.820 -3.426
C: -1.066 -0.514 0.979
C: 4.028 -1.018 -1.686
C: 4.111 0.417 -1.803
C: -3.339 -3.011 3.425
C: -0.281 0.793 0.185
H: -2.367 0.802 1.559
H: 1.404 -0.533 -0.664
S: 3.154 1.661 -0.949
H: -4.155 0.673 3.052
N: -2.125 -0.288 1.741
C: -2.720 -2.230 2.494
C: 0.939 1.746 -2.187
O: 3.648 1.757 0.298
O: -0.484 -1.589 0.886
C: -0.541 1.844 -2.076
C: -4.337 -2.362 4.160
H: 1.309 2.478 -2.910
N: 4.712 -1.457 -2.710

multiplicity = 1
E_tot = -44174.2981 eV
HOMO = -0.330 hartree
energy relative to the best compared isomer or geometry (same formula, charge and spin) = 1312.94 kJ/mol

Here are the Mulliken charges for atoms 1 to 5, given in e:
1. C -0.58
2. C -1.20
3. H 0.38
4. H 0.14
5. H 0.70

2.
C4H12 | the ωB97M-V functional and the def2-TZVPD basis

Atoms and positions in Å:
H: -0.450 1.832 0.796
H: 0.574 -2.455 -0.735
H: 2.087 2.795 -0.525
H: -0.411 -3.883 -0.560
H: -2.029 -2.516 0.754
H: -0.817 -1.272 0.644
C: 0.223 2.660 0.597
H: -0.637 -2.742 -1.860
C: -1.384 -1.993 0.051
H: -2.042 -1.403 -0.552
C: 1.606 2.148 0.204
H: 1.564 1.152 -0.240
C: -0.450 -2.836 -0.808
H: -0.254 3.122 -0.267
H: 0.171 3.360 1.424
H: 2.247 2.031 1.078

multiplicity = 1
E_tot = -4342.2420 eV
SMILES string = CC.CC
HOMO = -0.431 hartree
energy relative to the best compared isomer or geometry (same formula, charge and spin) = 27.63 kJ/mol

Here are the Mulliken charges for atoms 1 to 5, given in e:
1. H 0.19
2. H 0.26
3. H 0.27
4. H 0.29
5. H 0.32

3.
C4H3ClN2OS | the ωB97M-V functional and the def2-TZVPD basis

Atoms and positions in Å:
O: -1.502 -1.268 -1.210
N: 0.814 -0.005 0.010
H: 1.896 0.053 1.842
C: 1.736 0.518 0.862
Cl: 4.160 2.084 0.897
C: 2.717 1.341 0.549
N: -0.315 -0.535 1.919
C: -1.475 -1.189 0.012
H: -2.173 -1.556 0.725
S: -1.390 -1.144 2.997
H: 0.788 0.316 -0.956
C: -0.325 -0.550 0.629

multiplicity = 1
E_tot = -32576.6636 eV
HOMO (alpha / beta) = -0.303 / -0.305 hartree
energy relative to the best compared isomer or geometry (same formula, charge and spin) = 432.65 kJ/mol

Here are the Mulliken charges for atoms 1 to 5, given in e:
1. O -0.48
2. N -0.18
3. H 0.26
4. C 0.34
5. Cl -0.12

4.
C41H42N5OPbSSb | the ωB97M-V functional and the def2-TZVPD basis

Atoms and positions in Å:
H: -1.855 -4.616 -0.474
H: -2.084 -2.425 -5.530
H: 1.458 8.129 -1.502
H: -2.160 4.775 -1.774
C: 0.699 -1.192 -3.853
H: 1.379 -4.204 3.676
H: 0.932 -3.314 -3.566
C: 2.289 0.157 -2.612
N: -2.455 0.815 0.317
H: -5.654 1.717 2.300
C: -4.762 1.467 1.742
H: 1.003 -2.110 -6.416
H: -0.670 -3.402 -5.174
C: -0.125 -3.146 2.565
C: 0.883 6.106 -1.091
C: -1.743 -5.355 2.916
C: -1.579 6.792 -2.188
C: -1.369 5.512 -1.713
C: 2.278 -0.288 2.218
C: 3.884 1.889 1.764
H: 3.577 -0.759 3.835
H: -3.270 -4.270 1.847
C: -0.547 7.724 -2.136
C: -1.614 -1.861 1.426
H: 5.073 1.209 3.426
C: -3.205 -0.122 0.888
H: -3.707 -1.274 -3.331
H: -2.247 -0.545 -2.599
S: -0.800 9.303 -2.907
C: -3.273 -0.862 -2.421
C: -4.369 0.145 1.591
H: 4.503 2.741 1.525
C: 0.184 2.600 -0.537
H: 2.832 -3.118 -2.043
H: -2.363 -6.226 3.079
C: -1.230 -2.520 -4.860
H: -0.389 -1.266 -7.115
C: 2.368 -2.219 -2.433
C: 2.918 -0.981 -2.108
H: 4.741 -0.001 -1.525
C: 4.201 1.036 2.811
H: -0.360 11.031 -4.990
H: -2.529 7.072 -2.624
C: 0.380 -4.225 3.262
C: 3.388 -0.056 3.037
H: -5.581 -3.633 -1.486
C: 1.194 0.050 -3.466
Pb: 0.141 0.373 -0.426
H: -2.050 -4.383 -2.233
H: -5.883 -2.259 -0.392
H: -0.079 -6.194 3.967
H: 0.757 0.953 -3.882
H: 0.913 10.290 -6.012
C: -0.447 -5.332 3.426
C: -2.841 2.088 0.469
N: 1.966 0.558 1.213
C: 0.673 7.390 -1.564
Sb: -3.271 -2.392 -0.950
H: -3.870 -0.029 -2.055
N: 1.606 -1.468 2.485
H: -2.193 2.827 0.021
H: -1.597 -2.689 -3.843
C: -5.236 -3.110 -0.595
C: -3.979 2.455 1.171
H: 2.709 1.138 -2.413
N: -2.793 -1.497 0.793
H: -0.834 -3.425 -1.337
H: 3.915 -0.837 -0.205
C: -0.350 -1.271 -4.944
H: 2.464 2.283 0.209
H: 1.837 5.842 -0.654
C: 4.163 -0.888 -1.268
O: 1.187 8.269 -4.340
H: -5.230 -3.788 0.255
C: 0.076 3.781 -0.807
N: -0.587 -1.074 1.563
C: 1.284 -2.326 -3.294
C: 0.031 10.102 -5.402
C: 0.344 9.115 -4.325
C: -1.419 -3.174 2.041
H: -0.981 -0.378 -4.877
H: -4.923 -0.671 2.035
H: -4.233 3.501 1.274
C: -0.124 5.148 -1.184
C: -2.251 -4.267 2.218
H: -0.742 9.661 -6.035
C: -1.816 -3.897 -1.288
C: 2.760 1.618 1.011
C: 0.418 -1.816 2.228
H: 4.792 -1.764 -1.418
C: 0.350 -1.242 -6.312
H: 0.954 -0.343 -6.429

charge = +2
multiplicity = 1
E_tot = -75302.1182 eV
HOMO = -0.446 hartree
energy relative to the best compared isomer or geometry (same formula, charge and spin) = 144.72 kJ/mol

Here are the Mulliken charges for atoms 1 to 5, given in e:
1. H 0.55
2. H 0.44
3. H 0.45
4. H 0.44
5. C 0.88

5.
C16H11Br3LiN2O2S2 | the ωB97M-V functional and the def2-TZVPD basis

Atoms and positions in Å:
H: -5.588 -3.239 -0.553
H: -0.966 1.335 1.576
H: -1.353 3.795 1.748
H: -5.694 -1.532 -0.003
H: 3.440 -0.361 4.048
N: -0.430 1.381 -0.402
H: 5.171 -1.622 -0.290
H: 4.029 -2.120 -2.432
Br: 5.735 -0.963 2.352
Br: -1.065 5.985 -0.254
C: 1.629 -0.583 2.921
C: -0.231 2.138 -1.475
C: 3.464 -1.866 -1.546
C: 3.854 -0.942 2.052
C: -3.774 -0.832 -1.722
C: -1.027 3.351 0.820
S: -2.133 -0.828 -2.229
C: 2.058 -1.801 -1.602
C: 4.091 -1.593 -0.366
O: -0.233 -0.910 1.465
C: 3.022 -0.609 3.081
H: -6.247 -1.963 -1.627
C: -0.397 3.513 -1.487
C: -5.517 -2.194 -0.851
H: -0.230 4.087 -2.385
C: 1.928 -1.231 0.618
N: 1.318 -1.497 -0.568
C: 1.005 -0.897 1.712
Li: -0.704 -0.782 -0.259
C: -0.804 4.111 -0.309
Br: 0.546 -0.100 4.399
S: -4.802 0.484 -1.666
C: 3.326 -1.259 0.774
H: 1.539 -2.003 -2.533
C: -0.820 1.981 0.720
H: 0.056 1.617 -2.380
O: -4.195 -2.053 -1.346

charge = -1
multiplicity = 1
E_tot = -255853.4150 eV
HOMO = -0.158 hartree
energy relative to the best compared isomer or geometry (same formula, charge and spin) = 12.78 kJ/mol

Here are the Mulliken charges for atoms 1 to 5, given in e:
1. H 0.22
2. H 0.46
3. H 0.42
4. H 0.33
5. H 0.39

6.
C6H11NO2 | the ωB97M-V functional and the def2-TZVPD basis

Atoms and positions in Å:
H: -0.752 3.784 0.414
C: 0.589 -0.944 1.250
H: -1.113 -2.219 -1.155
O: 0.277 0.309 0.975
H: 0.741 -1.131 2.241
H: -1.299 0.447 -1.970
H: 3.019 -0.706 0.751
C: -1.734 -1.364 -0.902
H: -1.993 -1.331 0.176
H: 0.028 -1.667 0.724
C: -0.309 0.638 -0.126
H: -0.480 2.510 1.619
H: 0.029 -0.539 -1.780
N: 3.073 -2.543 -0.386
H: -2.636 -1.385 -1.535
C: -0.199 2.893 0.622
H: 0.858 2.994 0.545
O: -0.419 2.003 -0.423
C: -0.816 -0.181 -1.265
C: 3.137 -1.568 0.225

multiplicity = 1
E_tot = -11979.8714 eV
HOMO (alpha / beta) = -0.261 / -0.238 hartree
energy relative to the best compared isomer or geometry (same formula, charge and spin) = 617.21 kJ/mol

Here are the Mulliken charges for atoms 1 to 5, given in e:
1. H 0.25
2. C -1.08
3. H 0.32
4. O -0.27
5. H 0.37

7.
C7H8 | the ωB97M-V functional and the def2-TZVPD basis

Atoms and positions in Å:
C: -2.192 0.087 -1.180
C: 0.193 1.331 -0.067
H: -0.635 1.853 0.428
H: 0.189 1.612 -1.125
H: 0.814 -0.182 2.081
C: 1.091 -0.887 -0.622
H: -0.962 -0.069 1.998
H: 1.138 1.641 0.384
H: -0.163 -1.634 1.715
H: 2.759 -1.836 -1.832
C: -1.285 -0.442 -0.592
C: 1.977 -1.381 -1.268
C: 0.001 -0.203 0.087
H: -2.801 0.807 -1.664
C: -0.078 -0.555 1.572

multiplicity = 1
E_tot = -7384.3072 eV
SMILES string = C#CC(C)(C)C#C
HOMO = -0.363 hartree
energy relative to the best compared isomer or geometry (same formula, charge and spin) = 428.38 kJ/mol

Here are the Mulliken charges for atoms 1 to 5, given in e:
1. C -0.10
2. C -1.55
3. H 0.39
4. H 0.39
5. H 0.37

8.
C45H43AsBF11N6O8PbS3 | the ωB97M-V functional and the def2-TZVPD basis

Atoms and positions in Å:
H: -0.977 -1.254 9.221
C: 5.516 1.289 -4.331
C: 0.915 -2.490 -0.156
C: 0.205 1.876 -7.154
C: -1.066 3.898 -7.436
C: 1.402 -1.165 -9.111
H: -2.554 4.439 2.376
H: -1.198 2.955 1.305
C: 3.172 1.645 -4.630
C: 0.365 2.862 2.637
Pb: 0.029 0.640 -0.607
O: 1.227 -3.525 -0.712
H: -4.151 -3.758 8.664
H: 2.693 -1.830 -6.050
C: -0.559 -1.552 1.793
F: -5.617 1.432 0.499
H: 4.130 -0.284 -4.769
C: 2.178 -1.299 -6.838
F: -1.073 -0.843 -5.376
H: -0.318 -6.360 2.143
H: -4.605 -1.540 9.465
C: 3.201 1.894 -1.021
F: -4.140 1.479 -4.951
F: -4.003 0.008 0.275
H: -0.987 -0.100 7.896
B: -0.944 -1.950 -4.649
S: 1.324 1.766 1.734
H: -1.692 -5.689 4.112
H: 0.847 -7.243 3.228
F: -5.111 0.110 -3.568
H: -4.149 -2.575 7.338
C: 4.106 -0.351 -1.346
H: 2.549 -2.801 -8.319
O: -2.457 -0.095 -1.982
H: 5.198 2.339 0.430
C: 0.514 -3.694 1.927
C: 4.586 3.514 -4.170
H: -1.831 5.409 4.592
C: -1.295 -1.941 5.992
O: -1.724 1.726 -3.454
C: 4.258 0.776 -4.595
C: -4.306 1.258 0.549
C: -1.450 -0.671 3.932
H: 6.374 0.630 -4.309
C: 0.800 3.381 3.870
F: -1.828 -2.228 -3.721
C: 0.786 0.056 -8.859
C: 0.029 4.281 4.560
H: 3.382 2.863 -0.546
C: 2.088 -1.845 -8.110
C: 5.298 1.325 0.048
N: -0.840 3.301 2.205
H: 3.311 -0.417 -2.080
C: -1.507 -0.958 8.307
H: -1.670 -3.591 8.818
H: 4.722 4.577 -4.013
As: 1.471 0.945 -5.032
C: 1.564 -0.082 -6.608
C: 3.321 3.013 -4.430
C: -0.686 -6.039 4.307
H: 1.337 -1.596 -10.101
O: 1.173 -1.297 -0.599
C: 0.858 0.607 -7.592
O: 2.190 1.697 -1.708
F: 1.020 -0.072 -3.751
H: -0.567 -6.587 5.233
C: 0.247 -2.573 1.201
C: -3.621 -2.914 8.227
S: -2.804 1.057 -2.774
N: -1.467 -2.080 7.389
O: -4.097 3.710 -0.162
N: 4.164 1.003 -0.806
H: 1.762 3.058 4.241
C: 0.308 2.213 -5.801
H: -3.485 -0.217 7.812
H: -3.183 -2.078 10.079
C: -0.854 -1.718 3.221
N: -3.644 -1.775 9.220
H: 6.660 3.050 -3.896
C: -1.624 4.185 2.870
C: -0.497 2.747 -7.971
H: -2.151 -4.052 7.187
H: -0.603 2.535 -9.027
C: -3.950 0.485 -4.091
F: -3.377 -0.543 -4.700
H: -1.627 4.560 -8.085
C: -0.230 3.365 -5.249
C: -2.927 -0.555 8.680
F: -3.877 1.546 1.800
C: 5.676 2.653 -4.109
H: -1.385 5.112 -5.690
N: 0.118 -3.908 3.202
H: 0.390 4.685 5.499
C: -0.717 -2.978 5.284
F: -2.263 0.227 5.940
C: -0.933 4.213 -6.088
C: -2.169 -3.240 7.907
F: 0.084 -2.752 -4.867
H: -1.767 0.219 3.400
H: -0.406 -3.868 5.813
H: 5.068 -0.589 -1.803
H: 1.073 -4.494 1.459
H: -0.142 3.575 -4.192
H: 5.340 0.634 0.891
H: 1.343 -5.131 4.450
C: -1.657 -0.793 5.273
C: -1.215 4.698 4.062
C: 0.140 -6.433 3.120
C: 0.442 -5.166 3.850
H: 2.468 3.675 -4.467
H: -2.945 0.216 9.448
O: -1.025 -0.564 1.194
H: 0.246 0.557 -9.653
O: -2.070 2.290 -0.283
H: 6.229 1.247 -0.516
N: -3.780 2.110 -2.041
S: -3.494 2.476 -0.572
C: -0.496 -2.880 3.906
H: 3.890 -1.069 -0.555

charge = +2
multiplicity = 1
E_tot = -201837.5505 eV
HOMO = -0.440 hartree

Here are the Mulliken charges for atoms 1 to 5, given in e:
1. H 0.39
2. C -0.80
3. C -0.03
4. C 0.43
5. C -0.98